16
Properties=species:S:1:pos:R:3:forces:R:3 method="wB97M-V/def2-TZVPD" charge=+2 e_homo_ev="-19.2292 / -19.2292" spin_multiplicity=2
N -1.07637 1.29299 -0.79752 3.726 0.617 1.935
C -0.48872 0.41771 0.37380 -2.529 -0.964 -3.938
C 0.85613 0.93704 0.83886 -0.051 0.931 0.491
S 1.95614 -0.38140 1.37011 0.712 0.557 0.121
C -0.30539 -0.92990 -0.49362 -1.841 -3.971 -1.346
N -0.51838 -2.20275 -0.07537 0.514 6.853 2.244
O -0.15119 -1.01623 -1.78905 1.656 5.369 0.467
H -2.05986 1.38684 -0.68761 -0.917 0.397 0.082
H -0.57271 2.23644 -0.81348 -1.455 -1.544 0.057
H -0.00982 0.00692 -2.12932 -0.734 -2.866 0.616
H -1.31225 0.23095 1.14097 1.509 0.134 -0.627
H 1.35708 1.64552 0.15158 -0.091 -0.672 -0.073
H 0.60628 1.59657 1.69117 0.502 -0.243 0.318
H 3.19386 0.21832 1.15066 -0.735 -0.152 0.165
H -0.27056 -2.99562 -0.46026 2.133 -4.440 -4.040
H -1.20424 -2.44341 0.52907 -2.400 -0.006 3.526